Computed, not measured: a structure of composition C36H28BrF3N4PRh, with ωB97M-V with the def2-TZVPD basis set.

Structure (XYZ):
```
74
Properties=species:S:1:pos:R:3:forces:R:3
Rh 0.0451 -0.1355 -0.0597 -0.1 -0.7 -0.1
Br -6.3683 -3.9569 0.5015 -0.1 0.0 0.0
C -4.5702 -3.4642 0.3305 0.1 0.0 0.0
C -4.2390 -2.1368 0.1015 0.1 0.0 0.0
C -2.9047 -1.7806 -0.0184 -0.2 0.0 0.0
C -1.9137 -2.7470 0.0736 0.5 0.2 0.0
C -2.2483 -4.0739 0.3207 -0.1 -0.1 0.1
C -3.5785 -4.4328 0.4472 0.0 0.0 0.0
N -0.5571 -2.3055 -0.0654 -0.3 0.1 0.0
C 0.3808 -3.0920 -0.4094 0.4 0.1 0.0
C 1.7817 -2.6138 -0.4976 -0.5 -0.1 0.1
C 2.8007 -3.4918 -0.8032 0.3 0.1 0.0
C 4.1089 -3.0092 -0.8313 -0.2 -0.1 0.0
C 4.3302 -1.6748 -0.5601 0.0 0.1 0.0
C 3.2417 -0.8550 -0.2748 0.0 0.0 0.0
N 1.9977 -1.3119 -0.2364 0.0 0.0 -0.1
H -5.0150 -1.3894 0.0156 0.0 0.0 0.0
H -2.6504 -0.7448 -0.2170 0.1 0.0 0.0
H -1.4909 -4.8356 0.4507 0.0 0.0 0.0
H -3.8474 -5.4605 0.6464 0.0 0.0 0.0
H 0.2039 -4.1388 -0.6483 0.0 0.0 0.0
H 2.5841 -4.5310 -1.0099 0.0 0.0 0.0
H 4.9299 -3.6749 -1.0603 0.0 0.0 0.0
H 5.3256 -1.2532 -0.5676 0.0 0.0 0.0
H 3.3783 0.2024 -0.0792 0.0 0.0 0.0
N -0.1001 0.2396 -1.9050 0.3 0.5 0.2
P 0.3122 1.6032 -2.7659 -0.2 -0.3 0.2
C -0.1699 1.4872 -4.4653 -0.1 -0.1 -0.1
C -1.1443 0.5656 -4.8459 -0.1 0.0 0.0
C -1.5439 0.5034 -6.1722 0.0 0.0 0.0
C -0.9769 1.3602 -7.1047 0.0 0.0 0.0
C -0.0040 2.2790 -6.7256 0.0 0.0 0.0
C 0.4082 2.3431 -5.4067 0.0 0.0 0.0
C 2.0866 1.7821 -2.6733 0.2 0.1 0.0
C 2.6859 2.8558 -2.0160 0.0 0.0 0.0
C 4.0710 2.9522 -1.9761 0.0 0.0 0.0
C 4.8521 1.9859 -2.5926 0.0 0.0 0.0
C 4.2560 0.9176 -3.2565 0.1 0.0 0.0
C 2.8778 0.8138 -3.2999 -0.1 0.0 0.0
C -0.5008 2.9651 -1.9509 -0.1 0.2 0.0
C -1.2595 3.8916 -2.6603 0.0 0.0 0.0
C -1.8909 4.9255 -1.9814 0.0 0.0 0.0
C -1.7749 5.0319 -0.6046 0.0 0.0 0.0
C -1.0241 4.1042 0.1128 0.0 0.0 0.0
C -0.3890 3.0812 -0.5634 0.0 -0.1 0.1
H -1.5846 -0.0986 -4.1125 0.0 0.0 0.0
H -2.2953 -0.2116 -6.4779 0.0 0.0 0.0
H -1.2914 1.3106 -8.1388 0.0 0.0 0.0
H 0.4358 2.9384 -7.4612 0.0 0.0 0.0
H 1.1791 3.0471 -5.1146 0.0 0.0 0.0
H 2.0802 3.6245 -1.5536 0.0 0.0 0.0
H 4.5372 3.7930 -1.4804 0.0 0.0 0.0
H 5.9304 2.0755 -2.5730 0.0 0.0 0.0
H 4.8700 0.1780 -3.7531 0.0 0.0 0.0
H 2.4178 -0.0096 -3.8354 0.0 0.0 0.0
H -1.3644 3.8076 -3.7344 0.0 0.0 0.0
H -2.4802 5.6463 -2.5314 0.0 0.0 0.0
H -2.2729 5.8381 -0.0828 0.0 0.0 0.0
H -0.9387 4.1863 1.1881 0.0 0.0 0.0
H 0.2032 2.3487 -0.0142 0.0 0.2 0.0
F 2.7375 0.0304 6.3670 0.1 0.0 0.0
C 1.4200 0.2165 6.2526 0.0 0.0 -0.1
F 0.7986 -0.7307 6.9488 -0.1 -0.1 0.0
F 1.1226 1.4011 6.7879 0.0 0.1 0.0
C 1.0197 0.1886 4.7910 0.0 0.0 0.0
C 1.6252 1.0771 3.9122 0.0 0.0 0.0
C 1.2606 1.0350 2.5853 -0.1 0.0 0.0
N 0.3469 0.1695 2.1162 0.1 0.1 -0.2
C -0.2393 -0.6742 2.9719 0.0 0.0 0.0
C 0.0688 -0.6955 4.3211 -0.1 0.0 0.0
H 2.3669 1.7868 4.2521 0.0 0.0 0.0
H 1.7038 1.7112 1.8647 0.0 0.0 0.0
H -0.9791 -1.3472 2.5561 0.0 0.0 0.0
H -0.4269 -1.3920 4.9816 0.0 0.0 0.0
```
Forces are in eV/Å.

HOMO energy (spin up / spin down) = -13.43 / -13.43 eV
frontier orbital gap (spin up / spin down) = 7.31 / 6.13 eV
multiplicity = 5
charge = +2
electronic energy = -134224.223 eV
M = 787.43 g/mol

Listed below, in e, are the Löwdin charges computed for each atom: Rh 1.052; Br 0.828; C -0.689; C -0.102; C -0.039; C -0.273; C -0.013; C -0.094; N 0.007; C -0.042; C -0.243; C 0.018; C -0.009; C -0.020; C -0.109; N 0.019; H 0.112; H 0.089; H 0.115; H 0.115; H 0.138; H 0.130; H 0.128; H 0.123; H 0.114; N -0.235; P 0.895; C -0.334; C -0.069; C -0.050; C -0.039; C -0.047; C -0.074; C -0.316; C -0.065; C -0.053; C -0.049; C -0.065; C -0.084; C -0.308; C -0.044; C -0.039; C -0.038; C -0.052; C -0.129; H 0.100; H 0.117; H 0.120; H 0.119; H 0.120; H 0.107; H 0.118; H 0.119; H 0.118; H 0.120; H 0.112; H 0.122; H 0.121; H 0.115; H 0.047; F 0.174; C -0.604; F 0.172; F 0.179; C -0.068; C 0.038; C -0.109; N -0.071; C -0.090; C 0.048; H 0.142; H 0.109; H 0.109; H 0.137



Computed, not measured: a structure of composition C36H28CrN7O4S2 at a distorted geometry, with ωB97M-V with the def2-TZVPD basis set.

Structure (XYZ):
```
78
Properties=species:S:1:pos:R:3:forces:R:3
Cr 0.5651 -0.6844 -1.0373 0.7 -1.4 -1.4
N -6.2614 3.4655 2.7338 -1.2 1.1 1.5
C -5.0791 3.1255 2.1261 0.3 -0.9 -0.2
C -3.8976 3.7543 2.5146 -0.5 0.1 0.0
C -2.7170 3.4341 1.8913 1.6 1.0 0.4
C -2.7476 2.6134 0.8085 0.7 -2.3 -1.1
C -3.8754 1.8164 0.5204 1.7 -0.3 -2.0
C -5.0280 2.0267 1.2105 0.2 1.5 0.6
S -1.2572 2.3789 -0.2153 0.0 -0.3 1.2
O -1.4965 3.1592 -1.3962 0.6 0.4 0.3
O -0.1519 2.6698 0.7234 -1.1 -0.4 -1.4
N -1.0545 0.7971 -0.6931 0.1 0.8 1.4
C -1.7870 0.2538 -1.6834 -0.7 0.8 -0.7
N -2.8275 0.8353 -2.3199 -0.1 -1.0 -1.5
C -3.2485 0.1965 -3.4509 0.9 0.3 2.1
C -2.6791 -1.0009 -3.9442 -1.0 1.8 0.2
C -1.5275 -1.3511 -3.3168 0.3 -1.3 1.8
N -1.2359 -0.8921 -2.0855 1.4 0.2 -1.8
H -6.2114 4.1673 3.5027 -0.1 -0.9 -1.3
H -7.1526 3.4578 2.2389 0.8 -0.1 0.2
H -3.8668 4.5640 3.2340 -0.4 -0.2 0.2
H -1.7560 3.8752 2.2565 -1.0 -0.3 -0.6
H -3.7318 1.0950 -0.3644 -0.8 1.1 1.8
H -5.8814 1.4346 1.0145 -0.9 -0.4 -0.1
H -3.9993 0.7856 -3.9461 -0.5 -0.4 -0.4
H -3.1464 -1.5678 -4.7178 0.2 0.1 -0.8
H -0.8186 -2.0699 -3.7015 -0.2 -0.4 0.0
O 0.8751 -4.5874 -2.1189 0.6 0.4 -0.4
C 0.7581 -3.5211 -1.5229 -0.5 -0.2 0.2
O 1.3315 -2.3699 -1.8244 -0.5 -0.4 0.1
C -0.1127 -3.4718 -0.3230 -0.3 -1.0 0.5
C -0.6216 -4.6708 0.3038 0.4 2.9 0.2
C -1.1985 -4.5921 1.5580 -0.2 1.9 -0.4
C -1.3095 -3.2535 2.1364 -0.5 0.8 0.4
C -1.9063 -2.9990 3.4332 0.1 -0.7 -0.7
C -1.7027 -1.7985 4.0883 0.2 -1.0 -1.7
C -1.0702 -0.7905 3.3971 0.5 1.9 2.0
C -0.6729 -0.8507 2.1139 -0.3 -0.3 -2.8
C -0.7926 -2.0861 1.3953 0.0 -1.0 2.4
N -0.2096 -2.2300 0.1941 -0.3 0.2 0.5
H -0.4462 -5.5188 -0.2786 0.1 -1.5 -0.5
H -1.6197 -5.3936 2.1350 0.0 -0.5 -0.1
H -2.5467 -3.7515 3.9293 0.7 0.1 -0.4
H -1.9919 -1.6007 5.0725 -0.6 0.0 1.3
H -0.8315 0.0830 4.0203 -0.2 0.1 -0.6
H -0.3860 0.0355 1.4996 0.0 -0.8 1.0
N 4.0393 -2.9979 4.0297 0.0 -0.6 0.3
C 3.8684 -1.6677 3.9647 -0.4 1.4 1.6
S 3.9354 -0.7049 5.3550 0.0 -0.6 -0.8
C 3.4944 -1.1293 2.6579 0.7 -0.9 -1.4
C 2.8491 0.0813 2.4515 -0.6 0.1 -0.6
C 2.1713 0.3446 1.2609 -0.7 -0.3 -0.8
N 2.2513 -0.5374 0.1970 0.3 1.0 1.6
C 3.1968 -1.5264 0.2829 -0.3 0.2 -0.3
C 3.7844 -1.8968 1.4882 0.8 0.4 -0.6
H 3.9079 -3.4768 4.9215 0.3 0.5 -0.5
H 3.8422 -3.5302 3.2043 -0.2 -0.3 -0.1
H 2.8032 0.7734 3.2505 -0.3 0.5 0.7
H 1.4066 1.2224 1.1567 1.8 -1.6 0.2
H 3.4477 -1.9816 -0.6944 -0.3 0.0 0.9
H 4.6515 -2.6260 1.4891 -1.4 0.7 0.0
C 3.8629 3.8440 -2.5521 1.1 0.2 0.4
C 2.8755 3.5678 -1.6035 -1.3 1.0 2.4
C 2.0640 2.4615 -1.5829 0.5 -1.0 -1.3
C 2.2159 1.4304 -2.6432 2.3 3.7 -0.1
C 1.5798 0.2211 -2.7181 -2.4 -0.7 1.7
C 1.5872 -0.4633 -3.8925 0.7 -1.0 -0.8
C 2.4401 -0.1225 -4.9471 0.6 2.0 -0.1
C 3.2321 1.0222 -4.8894 -0.7 -0.1 2.1
C 3.1473 1.8416 -3.7109 -0.3 -0.6 -0.1
C 3.9890 3.0169 -3.5941 -1.0 -1.3 -1.8
H 4.6334 4.6077 -2.4212 -0.7 0.3 0.0
H 2.6837 4.3409 -0.7977 0.3 -1.0 -0.9
H 1.2781 2.3930 -0.8196 0.7 -0.1 -0.5
H 1.0613 -1.4050 -4.0140 0.1 0.1 0.2
H 2.4760 -0.6754 -5.8488 -0.1 -0.8 -0.7
H 3.9784 1.3027 -5.6085 0.0 -0.1 -0.5
H 4.5706 3.2975 -4.4834 0.2 -0.3 0.6
```
Forces are in eV/Å.

ΔE to the lowest compared entry with this formula, charge and spin = 33.3 kcal per mole
HOMO energy (spin up / spin down) = -1.78 / -5.28 eV
frontier orbital gap (spin up / spin down) = 2.58 / 6.76 eV
multiplicity = 5
charge = -1
electronic energy = -106500.163 eV
M = 738.80 g/mol

Listed below, in e, are the Löwdin charges computed for each atom: Cr 0.852; N 0.071; C -0.323; C -0.048; C -0.085; C -0.269; C -0.056; C -0.025; S 0.671; O -0.289; O -0.369; N -0.113; C -0.488; N 0.117; C -0.064; C -0.040; C -0.082; N 0.050; H 0.107; H 0.095; H 0.107; H 0.133; H 0.114; H 0.094; H 0.103; H 0.093; H 0.118; O 0.028; C -0.574; O -0.166; C -0.187; C 0.000; C -0.035; C -0.121; C -0.056; C -0.126; C -0.129; C -0.047; C -0.185; N 0.025; H 0.084; H 0.086; H 0.103; H 0.074; H 0.112; H 0.073; N 0.070; C -0.821; S 0.564; C -0.246; C -0.031; C -0.070; N -0.025; C -0.084; C -0.014; H 0.105; H 0.081; H 0.078; H 0.121; H 0.131; H 0.135; C -0.137; C -0.110; C -0.019; C -0.158; C -0.148; C -0.131; C -0.084; C -0.046; C -0.139; C -0.074; H 0.101; H 0.119; H 0.051; H 0.075; H 0.080; H 0.088; H 0.106



Computed, not measured: a structure of composition C36H28F5NOPdSi, with ωB97M-V with the def2-TZVPD basis set.

Structure (XYZ):
```
73
Properties=species:S:1:pos:R:3:forces:R:3
Pd -0.5898 -0.5343 0.2685 -0.3 -0.1 0.4
C -1.1484 3.2262 2.4534 -0.1 0.0 0.1
Si -1.4147 2.5562 0.7341 0.1 0.0 0.0
C 0.2214 2.4506 -0.1350 0.0 0.0 0.1
C -2.5820 3.6035 -0.2729 -0.1 0.0 0.0
N -2.0199 0.8728 0.8765 0.1 0.1 0.0
C -3.1712 0.5087 1.4459 0.0 -0.1 -0.1
C -4.1039 1.4327 2.0110 0.1 -0.1 0.0
C -5.2489 1.0130 2.6304 0.0 0.0 0.0
C -5.5309 -0.3564 2.7297 0.0 0.0 0.0
C -4.6755 -1.3009 2.1837 -0.1 0.0 0.1
C -3.5284 -0.8875 1.5333 0.0 0.2 0.1
O -2.6307 -1.7290 0.9966 0.3 -0.1 -0.2
C -2.8644 -3.0882 0.7797 0.0 0.0 0.1
C -3.9986 -3.5408 0.1321 0.0 0.0 -0.2
C -4.1076 -4.8979 -0.1408 0.0 0.0 0.0
C -3.0955 -5.7758 0.2222 0.0 0.0 0.0
C -1.9611 -5.2954 0.8629 0.0 0.0 0.0
C -1.8421 -3.9435 1.1450 0.0 0.1 0.1
H -0.6444 4.1953 2.4039 0.0 0.0 0.0
H -0.5097 2.5431 3.0196 0.0 0.0 0.0
H -2.0763 3.3567 3.0132 0.1 0.0 0.0
H 0.6672 3.4418 -0.2641 -0.1 0.0 0.0
H 0.1372 2.0003 -1.1262 0.0 0.0 0.0
H 0.9302 1.8591 0.4506 0.0 0.0 0.0
H -2.1319 4.5877 -0.4284 0.0 0.0 0.0
H -3.5562 3.7520 0.1945 0.0 0.0 0.0
H -2.7465 3.1515 -1.2541 0.0 0.0 0.0
H -3.8820 2.4876 1.9538 0.0 0.0 0.0
H -5.9300 1.7379 3.0555 0.0 0.0 0.0
H -6.4240 -0.6889 3.2429 0.0 0.0 0.0
H -4.8918 -2.3557 2.2773 0.0 0.0 0.0
H -4.7680 -2.8477 -0.1841 0.0 0.0 0.0
H -4.9866 -5.2640 -0.6553 0.0 0.0 0.0
H -3.1844 -6.8290 -0.0089 0.0 0.0 0.0
H -1.1600 -5.9701 1.1379 0.0 0.0 0.0
H -0.9640 -3.5366 1.6296 0.0 0.0 0.0
F -0.7457 -1.9068 -2.2682 0.0 0.2 -0.1
C 0.0754 -2.7038 -1.5570 0.2 -0.2 0.0
C 0.8258 -2.1001 -0.4444 -0.3 0.5 -0.5
C 1.4842 -3.1061 0.3861 0.0 0.1 0.2
F 2.0570 -2.6799 1.5272 0.0 0.0 0.0
C 1.5007 -4.4257 0.0890 0.1 0.0 0.0
F 2.1036 -5.3115 0.8998 0.0 0.0 0.0
C 0.8385 -4.9119 -1.0537 -0.1 -0.1 0.1
F 0.9588 -6.1992 -1.4059 0.1 0.0 0.0
C 0.0920 -4.0231 -1.8484 0.0 -0.1 0.1
F -0.6535 -4.5274 -2.8440 0.0 0.0 0.0
C 1.6447 -0.9619 -0.7915 0.4 -0.5 -0.3
C 2.4008 -0.0433 -1.0509 -0.3 0.2 0.3
C 3.1394 1.1362 -1.1774 0.2 0.1 -0.1
C 2.8339 2.0427 -2.2709 0.1 -0.1 0.1
C 2.0789 1.5925 -3.3687 0.0 0.0 0.0
C 1.7259 2.4507 -4.3936 0.0 0.0 0.0
C 2.1031 3.7879 -4.3550 0.0 0.0 0.0
C 2.8367 4.2552 -3.2710 0.0 0.0 0.0
C 3.1986 3.4007 -2.2438 0.0 0.0 0.0
C 4.1599 1.4025 -0.1522 -0.1 0.0 -0.1
C 5.3827 2.0053 -0.4709 0.0 0.1 0.0
C 6.3411 2.2250 0.5054 0.0 0.0 0.0
C 6.1025 1.8501 1.8213 0.0 0.0 0.0
C 4.9017 1.2338 2.1483 0.0 0.0 0.0
C 3.9463 1.0038 1.1717 0.0 0.0 0.1
H 1.7837 0.5510 -3.4051 0.0 0.0 0.0
H 1.1533 2.0737 -5.2319 0.0 0.0 0.0
H 1.8226 4.4592 -5.1565 0.0 0.0 0.0
H 3.1203 5.2994 -3.2205 0.0 0.0 0.0
H 3.7436 3.7886 -1.3943 0.0 0.0 0.0
H 5.5888 2.2769 -1.4980 0.0 0.0 0.0
H 7.2865 2.6794 0.2355 0.0 0.0 0.0
H 6.8533 2.0231 2.5820 0.0 0.0 0.0
H 4.7089 0.9260 3.1682 0.0 0.0 0.0
H 3.0191 0.5023 1.4255 0.0 0.0 0.0
```
Forces are in eV/Å.

HOMO energy (spin up / spin down) = -5.34 / -8.29 eV
frontier orbital gap (spin up / spin down) = 5.73 / 5.93 eV
multiplicity = 5
electronic energy = -66264.183 eV
M = 720.12 g/mol

Listed below, in e, are the Löwdin charges computed for each atom: Pd 0.802; C -0.161; Si 0.435; C -0.180; C -0.162; N -0.072; C -0.258; C -0.021; C -0.071; C -0.048; C -0.003; C -0.185; O -0.032; C -0.244; C -0.017; C -0.065; C -0.071; C -0.059; C 0.002; H 0.039; H 0.040; H 0.024; H 0.052; H 0.037; H 0.021; H 0.039; H 0.021; H 0.041; H 0.079; H 0.110; H 0.112; H 0.121; H 0.126; H 0.108; H 0.107; H 0.115; H 0.121; F 0.065; C -0.210; C -0.280; C -0.210; F 0.086; C -0.176; F 0.101; C -0.152; F 0.102; C -0.173; F 0.105; C -0.016; C -0.004; C -0.141; C -0.198; C -0.032; C -0.083; C -0.095; C -0.087; C -0.044; C -0.182; C -0.042; C -0.083; C -0.094; C -0.080; C -0.027; H 0.111; H 0.103; H 0.098; H 0.101; H 0.108; H 0.115; H 0.102; H 0.099; H 0.102; H 0.107



What is the multiplicity in the second record?
5



multiplicity of number 2 (C36H28CrN7O4S2)?
5



What is the multiplicity in the third record?
5



What is the multiplicity in the first record?
5